(1)
Below is a molecular structure, C6H9ClN3O4P, with properties calculated with ωB97M-V/def2-TZVPD.

Properties
LUMO level = 0.493 eV
Energy = -40838.5671 eV
Gap between HOMO and LUMO = 10.34 eV
ΔE to the lowest compared entry with this formula, charge and spin = 1.105 eV

CARTESIAN COORDINATES (ANGSTROEM)
C 1.778 -0.143 0.835
C -2.496 0.183 -0.693
C 2.254 -0.182 -1.337
C -1.468 1.443 0.917
C 3.024 -1.351 -0.598
C -3.017 1.504 1.030
N -0.480 -2.238 -0.311
N 1.242 0.181 -0.437
N -1.323 0.470 -0.117
O 0.554 -0.432 1.482
O -2.694 -0.538 -1.675
O 2.547 -1.205 0.790
O -3.496 0.789 -0.097
P -0.251 -0.754 -0.101
Cl 2.650 1.227 1.600
H 2.894 0.675 -1.489
H 1.840 -0.469 -2.432
H -1.132 2.407 0.585
H -1.029 1.012 1.790
H 2.584 -2.192 -1.031
H 4.080 -1.220 -0.655
H -3.390 0.925 1.907
H -3.340 2.444 0.792
H -1.331 -2.537 -0.756

Force components x, y, z for each atom (eV/Å):
C -2.7758 1.1784 1.3409
C -2.7235 -2.1697 -3.9016
C 0.7167 -1.0720 -3.4076
C -1.3943 0.2034 0.5173
C -1.6027 2.5010 0.2161
C 0.9783 -2.6981 0.6439
N -0.1776 0.3923 -0.4764
N -1.4935 -0.6945 -0.6016
N 0.0462 -0.4692 -0.4603
O -1.1140 -0.6284 -1.0987
O 0.9148 0.9933 1.7289
O 2.2213 -1.8626 -1.4626
O -0.6011 -0.0748 -0.1403
P 5.1683 1.1906 3.2974
Cl -0.1525 0.1922 0.1481
H 0.3168 0.2544 -0.1033
H 0.9085 0.3988 2.6268
H 0.7843 0.3372 0.2155
H 0.5041 0.7169 0.6885
H 0.0328 -2.0765 -0.1153
H 0.6941 -0.3580 0.0346
H 0.0731 1.2589 -0.2984
H -1.1267 2.6617 0.8566
H -0.1974 -0.1753 -0.2487

=====

(2)
Below is a gas-phase ion, C6H9ClNO (charge +1), with properties calculated with ωB97M-V/def2-TZVPD.

Properties
LUMO level (alpha / beta) = -6.386 / -6.386 eV
Energy = -22415.7756 eV
Gap between HOMO and LUMO (alpha / beta) = 7.91 / 7.91 eV
ΔE to the lowest compared entry with this formula, charge and spin = 4.349 eV
Total charge = +1

CARTESIAN COORDINATES (ANGSTROEM)
C 0.238 1.069 0.843
C -0.903 1.670 0.513
C 0.033 -0.754 -0.901
C 0.662 -0.237 0.318
C -1.529 -0.813 -0.843
C 2.208 -0.455 0.328
N -1.907 1.124 -0.137
O -3.074 1.442 -0.346
Cl -2.285 -1.493 0.496
H 1.047 1.460 1.406
H -1.027 2.648 0.855
H 0.438 -0.310 -1.796
H 0.240 -1.779 -1.058
H 0.267 -0.855 1.142
H -2.044 -1.074 -1.694
H 2.651 -0.430 1.328
H 2.661 0.298 -0.403
H 2.327 -1.511 -0.052

Force components x, y, z for each atom (eV/Å):
C 0.9878 -2.1315 -2.3440
C 0.2947 2.6576 1.6669
C -2.7224 -0.0038 -0.8565
C 0.9065 -0.6692 2.3674
C 2.9663 2.6932 2.9367
C -0.5326 -0.2626 -1.5949
N -3.6133 -4.2448 -4.3602
O 3.3763 0.4956 1.3602
Cl -0.0522 -0.8943 0.4896
H -0.0601 1.2316 0.8802
H -0.6897 1.5932 0.6523
H -0.4339 0.6636 -0.4585
H 0.6630 -1.4897 0.1264
H 0.1650 -0.4026 0.2253
H -1.2675 0.3892 -2.2036
H -0.1157 0.3515 -0.2613
H -0.2090 -1.1860 1.1269
H 0.3369 1.2091 0.2472

=====

(3)
Below is 2 unconnected molecules or ions with the total composition C6H9ClO3, with properties calculated with ωB97M-V/def2-TZVPD.

Properties
LUMO level = -0.096 eV
Energy = -25029.4699 eV
Gap between HOMO and LUMO = 8.68 eV
ΔE to the lowest compared entry with this formula, charge and spin = 0.867 eV

CARTESIAN COORDINATES (ANGSTROEM)
C 1.897 -3.496 1.579
C 2.540 -2.400 1.090
C 1.662 0.644 -0.438
C -1.934 0.753 0.099
C -0.598 1.470 -0.147
C 2.608 -1.101 1.843
O 1.940 2.041 -0.171
O 3.391 -0.184 1.694
O 0.430 0.469 -0.478
Cl 1.287 -0.770 3.008
H 1.998 -4.454 1.010
H 1.408 -3.463 2.566
H 3.274 -2.289 0.265
H -1.829 0.091 0.972
H -2.656 1.607 0.433
H -2.273 0.357 -0.789
H -0.302 1.967 0.858
H -0.683 2.256 -0.983
H 2.912 2.163 -0.115

Force components x, y, z for each atom (eV/Å):
C 1.4033 0.6845 -1.0951
C 0.3671 0.0029 1.2691
C 3.1702 2.8202 0.0703
C 0.5993 3.1070 2.4846
C -0.1849 1.7082 1.1896
C 0.8328 2.0718 -0.2972
O -0.0991 -2.0310 -0.3077
O -1.0105 -2.5032 0.1450
O -2.8597 -0.1360 0.0493
Cl -0.1871 -0.3878 0.1053
H -0.3003 0.9233 0.7546
H 0.0315 -0.0356 -0.8525
H -0.9729 -0.7393 0.1843
H -0.2004 -0.1466 -0.6968
H 1.0781 -1.5274 -0.6560
H -0.9789 -1.3869 -1.6170
H -0.1763 -0.6050 -1.9570
H 0.3945 -1.2753 1.3081
H -0.9067 -0.5438 -0.0807

=====

(4)
Below is a molecular structure, C6H9CoNaO5, with properties calculated with ωB97M-V/def2-TZVPD.

Properties
LUMO level (alpha / beta) = -0.579 / -0.593 eV
Multiplicity = 4
Energy = -58646.4372 eV
<S²> = 3.7583
Gap between HOMO and LUMO (alpha / beta) = 6.89 / 6.80 eV

CARTESIAN COORDINATES (ANGSTROEM)
O 2.350 -1.103 0.992
C 2.808 -0.464 -0.163
C 2.496 1.020 -0.129
O 1.307 1.281 0.527
Co 0.547 -0.344 1.275
H 3.893 -0.616 -0.335
H 3.216 1.568 0.519
O -2.305 0.945 -0.220
C -1.391 0.671 -1.197
C -0.746 -0.530 -1.263
O -0.753 -1.380 -0.153
C -2.048 -1.354 0.472
C -2.238 0.079 0.969
O -1.197 0.420 1.757
Na -0.391 2.475 1.106
H -1.422 1.354 -2.046
H -0.318 -0.945 -2.172
H -1.995 -2.047 1.317
H -2.809 -1.656 -0.261
H -3.235 0.193 1.426
H 2.090 1.306 -1.274
H 2.142 -0.876 -1.148

Force components x, y, z for each atom (eV/Å):
O -0.3794 0.3455 -0.1631
C -1.9081 -1.4906 -1.4660
C -1.6626 1.0346 -1.9954
O -1.8078 0.0677 1.4205
Co 1.4309 -0.1521 -0.1639
H -0.4867 -0.1830 -0.1226
H 0.5489 0.1145 -1.5189
O 0.4707 0.9004 0.5245
C -0.1586 -2.5468 -0.7061
C -0.7981 1.5010 -0.0831
O -0.2609 -0.3726 -0.7314
C -0.0750 0.0570 -0.0578
C 0.0342 -0.5379 -0.2159
O -0.3489 0.3848 0.3657
Na 0.0912 -0.3038 -0.0825
H 0.0182 -0.1878 0.2913
H 0.4371 0.3513 0.4570
H -0.1340 0.1525 -0.2052
H 0.1493 0.0045 0.2184
H 0.2907 0.2108 -0.0223
H 2.6829 0.0258 2.2686
H 1.8661 0.6242 1.9881

=====

> What is the formula in the third record?

C6H9ClO3

=====

> What is the energy in the fourth record?

-58646.4372 eV

=====

> energy of number 3 (C6H9ClO3)?

-25029.4699 eV

=====

> The highest energy belongs to which entry?

C6H9ClNO